[1]
122
Properties=species:S:1:pos:R:3:forces:R:3 method="wB97M-V/def2-TZVPD" smiles="COCCCCC[C@]1(CCCO)CCC(=O)N1.CCCCCC.CCCCCC.CCCCCC.CCCCCC" multiplicity=1 e_lumo_ev=0.541 homo_lumo_gap_ev=10.0
C 0.086 0.703 1.901 0.4 0.5 -0.1
O -0.774 1.681 1.336 -0.2 -0.5 0.6
C -2.123 1.245 1.150 0.6 0.5 -0.7
C -3.014 2.481 1.193 -0.9 -0.5 -0.4
C -4.287 2.373 2.047 0.3 0.2 0.3
C -4.121 1.656 3.392 0.0 0.2 -0.7
C -2.872 2.027 4.172 -0.3 0.5 -0.2
C -2.858 3.396 4.871 -0.4 -1.6 2.3
C -1.519 3.451 5.701 0.0 1.0 -0.9
C -0.467 4.438 5.179 0.3 -0.8 0.1
C -0.201 4.357 3.675 -0.4 1.0 -0.2
O 1.176 4.451 3.342 0.1 -0.1 0.4
C -3.964 3.452 5.963 -0.9 0.4 -0.3
C -4.193 4.944 6.149 0.5 0.7 -0.7
C -3.807 5.556 4.781 0.0 -2.7 1.6
O -4.016 6.650 4.396 -0.4 2.5 -0.9
N -3.196 4.549 4.111 0.9 0.1 -1.6
H 0.971 0.630 1.273 0.1 -0.2 -0.2
H 0.441 1.037 2.877 -0.1 0.1 0.2
H -0.378 -0.273 2.014 -0.1 -0.1 -0.1
H -2.169 0.803 0.153 -0.2 -0.2 -0.1
H -2.405 0.464 1.851 0.0 0.1 0.3
H -2.451 3.365 1.461 0.5 0.0 0.3
H -3.347 2.667 0.176 0.0 0.2 -0.2
H -5.107 1.917 1.502 0.0 -0.3 -0.2
H -4.615 3.388 2.241 -0.1 0.2 0.0
H -4.129 0.582 3.225 0.1 -0.2 0.0
H -5.016 1.852 3.969 -0.2 0.0 0.3
H -2.765 1.295 4.966 0.1 -0.1 0.3
H -1.965 1.953 3.572 0.0 -0.2 -0.2
H -1.090 2.459 5.708 0.1 -0.3 0.1
H -1.741 3.728 6.724 0.0 0.0 0.2
H -0.674 5.450 5.507 -0.2 0.3 -0.1
H 0.474 4.172 5.664 0.1 0.0 0.1
H -0.628 3.472 3.220 0.3 -0.4 -0.1
H -0.701 5.200 3.189 -0.2 0.1 -0.1
H 1.550 5.054 3.998 0.2 -0.1 -0.3
H -4.940 3.087 5.646 0.2 -0.4 -0.5
H -3.722 2.873 6.846 0.3 0.1 0.2
H -5.217 5.242 6.304 -0.2 0.0 0.6
H -3.504 5.426 6.837 -0.2 0.0 0.5
H -2.716 4.745 3.243 -0.1 0.1 0.1
C 3.216 2.221 4.607 -0.1 -0.2 0.0
C 3.434 0.711 4.621 0.1 0.1 0.2
C 4.859 0.298 4.260 0.0 -0.1 0.0
C 5.288 0.696 2.847 0.0 0.1 0.0
C 4.384 0.157 1.739 0.1 -0.1 -0.1
C 4.353 -1.367 1.666 -0.1 0.1 -0.1
H 3.386 2.649 3.619 0.0 0.0 0.0
H 2.189 2.457 4.889 0.0 0.1 0.0
H 3.884 2.717 5.316 0.0 0.0 0.0
H 2.721 0.233 3.942 0.0 0.0 0.0
H 3.204 0.332 5.621 0.0 0.0 0.0
H 4.958 -0.784 4.384 0.0 0.0 0.0
H 5.557 0.744 4.976 0.0 0.0 0.0
H 6.311 0.347 2.679 0.0 0.0 0.0
H 5.328 1.786 2.770 0.0 0.0 0.0
H 4.742 0.543 0.780 0.0 0.0 0.0
H 3.366 0.540 1.862 0.0 0.0 0.0
H 5.354 -1.768 1.493 0.0 0.0 0.0
H 3.711 -1.691 0.845 0.0 -0.1 0.0
H 3.961 -1.810 2.583 0.0 0.0 0.0
C 1.863 0.873 -2.110 -0.1 -0.1 0.0
C 2.072 -0.639 -2.119 0.1 0.1 0.1
C 3.481 -1.055 -2.539 0.0 -0.1 0.0
C 3.881 -0.659 -3.962 -0.1 0.1 0.0
C 2.960 -1.190 -5.059 0.1 -0.1 -0.1
C 2.923 -2.714 -5.135 -0.1 0.1 -0.1
H 1.993 1.305 -3.103 0.0 0.0 0.0
H 0.853 1.119 -1.776 0.0 0.1 0.0
H 2.567 1.358 -1.431 0.0 0.0 0.0
H 1.327 -1.109 -2.768 0.0 0.0 0.0
H 1.885 -1.023 -1.112 0.0 0.0 0.0
H 3.578 -2.138 -2.421 0.0 0.0 0.0
H 4.202 -0.613 -1.843 0.0 0.0 0.0
H 4.899 -1.015 -4.148 0.0 0.0 0.0
H 3.926 0.431 -4.038 0.0 0.0 0.0
H 3.310 -0.804 -6.021 0.0 0.0 0.0
H 1.945 -0.805 -4.926 0.0 0.0 0.0
H 3.920 -3.119 -5.317 0.0 0.0 0.0
H 2.274 -3.041 -5.950 0.0 0.0 0.0
H 2.537 -3.155 -4.214 0.0 0.0 0.0
C -1.749 -3.003 -9.947 -0.1 0.1 0.0
C -1.044 -1.801 -10.569 0.0 -0.1 0.0
C 0.458 -1.768 -10.290 0.0 0.1 0.0
C 0.838 -1.652 -8.813 -0.1 -0.1 0.1
C 0.265 -0.432 -8.093 0.2 0.1 0.0
C 0.755 0.893 -8.668 -0.1 0.0 0.1
H -1.669 -2.999 -8.859 0.0 0.0 0.0
H -2.811 -2.996 -10.197 0.0 0.0 0.0
H -1.323 -3.938 -10.317 0.0 0.0 0.0
H -1.516 -0.878 -10.221 0.0 0.0 0.0
H -1.193 -1.830 -11.652 0.0 0.0 0.0
H 0.903 -0.940 -10.848 0.0 0.0 0.0
H 0.914 -2.678 -10.693 0.0 0.0 0.0
H 1.930 -1.629 -8.735 0.0 0.0 0.0
H 0.520 -2.555 -8.282 0.0 0.0 0.0
H 0.559 -0.483 -7.040 0.0 0.0 0.0
H -0.828 -0.456 -8.108 0.0 0.0 0.0
H 1.844 0.960 -8.618 0.0 0.0 0.0
H 0.343 1.732 -8.105 0.0 0.0 0.0
H 0.453 1.019 -9.709 0.0 0.0 0.0
C -3.153 -2.715 2.848 0.0 -0.1 0.1
C -1.865 -3.529 2.907 0.0 0.1 -0.1
C -1.306 -3.878 1.529 0.1 0.0 0.0
C -2.215 -4.752 0.664 -0.1 0.0 0.0
C -2.611 -6.088 1.291 0.1 -0.1 -0.1
C -1.422 -7.005 1.559 -0.1 0.0 0.1
H -3.958 -3.262 2.354 0.0 0.0 0.0
H -3.495 -2.466 3.854 0.0 0.0 0.0
H -2.996 -1.779 2.306 0.0 0.0 0.0
H -2.032 -4.437 3.492 0.0 0.0 0.0
H -1.110 -2.952 3.450 0.0 0.0 0.0
H -0.337 -4.370 1.655 0.0 0.0 0.0
H -1.099 -2.950 0.984 0.0 0.0 0.0
H -1.711 -4.941 -0.289 0.0 0.0 0.0
H -3.125 -4.197 0.415 0.0 0.0 0.0
H -3.298 -6.598 0.610 0.0 0.0 0.0
H -3.165 -5.925 2.219 0.0 0.0 0.0
H -0.881 -7.221 0.635 0.0 0.0 0.0
H -1.757 -7.955 1.980 0.0 0.0 0.0
H -0.721 -6.563 2.269 0.0 0.0 0.0



[2]
37
Properties=species:S:1:pos:R:3:forces:R:3 method="wB97M-V/def2-TZVPD" multiplicity=1 e_lumo_ev=-1.061 homo_lumo_gap_ev=7.7
C -0.466 1.074 3.456 -0.1 -0.4 -0.5
C 0.796 0.796 2.492 -1.5 -0.1 -0.1
C 0.183 0.177 1.168 1.0 -1.5 -0.7
C 0.596 -1.138 0.658 -2.5 2.1 -0.5
C 1.695 -2.025 1.333 -0.8 -0.3 -1.5
P 3.279 -1.785 0.329 2.4 1.8 0.6
O 4.397 -1.278 1.199 -1.2 -1.3 -1.0
O 2.990 -0.568 -0.799 -0.2 -2.2 0.8
O 3.696 -3.189 -0.498 -0.5 1.7 0.9
C -0.107 -1.641 -0.608 -1.3 1.6 -0.9
C 0.216 -3.064 -1.235 -1.2 0.4 1.1
C -0.855 -4.046 -0.576 0.8 0.0 0.1
O -0.531 -4.866 0.258 -0.4 0.9 -0.8
C -1.140 -0.869 -1.304 1.2 0.0 1.6
C -1.596 0.485 -0.809 1.6 -2.4 0.3
N -2.586 1.252 -1.386 2.5 0.1 3.0
S -2.604 2.582 -0.366 1.6 -2.2 1.6
N -1.429 2.213 0.760 0.1 -2.0 -1.4
C -0.877 0.954 0.447 -2.1 1.3 -1.7
H -0.228 0.906 4.540 -0.1 0.5 -1.0
H -1.280 0.333 3.192 0.9 0.8 0.4
H -0.894 2.092 3.239 0.5 -1.0 0.5
H 1.487 0.077 3.013 -0.6 0.9 -0.8
H 1.321 1.775 2.271 -0.5 -1.3 0.2
H 1.871 -1.785 2.416 0.2 0.0 -1.4
H 1.406 -3.122 1.285 0.3 1.3 -0.1
H 3.816 -0.389 -1.287 -0.3 -0.1 0.4
H 4.665 -3.319 -0.410 -0.7 0.2 0.1
H 1.233 -3.441 -0.949 -1.0 0.3 -0.6
H 0.036 -3.021 -2.342 0.4 -0.1 1.1
H -1.950 -3.927 -0.877 1.1 0.1 0.1
H -1.631 -1.257 -2.234 0.7 0.2 1.0
C -3.055 5.999 -3.390 -0.1 0.0 -0.2
Br -4.882 6.612 -3.564 0.3 -0.1 0.1
Br -1.974 7.239 -2.372 -0.2 -0.2 -0.1
Br -2.963 4.205 -2.662 -0.1 1.0 -1.0
H -2.636 5.959 -4.391 -0.1 0.0 0.2



[3]
8
Properties=species:S:1:pos:R:3:forces:R:3 method="wB97M-V/def2-TZVPD" multiplicity=1 de_lowest_kj_mol=751.45 e_lumo_ev="-1.836 / -1.746" homo_lumo_gap_ev="8.5 / 8.5"
C -0.558 0.758 -0.793 0.2 0.0 -0.7
C 0.702 1.257 -0.228 0.1 0.2 -0.6
N 0.185 0.017 0.135 -2.2 0.1 -0.7
N 0.078 -0.924 1.046 3.2 -5.5 0.1
O -1.522 0.733 -1.473 -0.3 0.1 0.2
O 1.693 1.867 -0.165 1.0 1.0 0.4
F -1.208 -1.367 1.180 -1.0 0.7 -0.4
H 0.630 -2.341 0.298 -1.0 3.4 1.7